No. 1
Formula: C14H27Br4O9PS2
Source: the OMol25 dataset
Level of theory: ωB97M-V/def2-TZVPD

Values from the calculation:
**E_tot**: -12660.5039 Ha
**Kohn-Sham gap**: 0.3156 Eh
**LUMO energy**: -0.48 eV

```
! wB97M-V def2-TZVPD RIJCOSX def2/J DEFGRID3
* xyz 0 1
Br -1.46 -3.97 -3.43
Br -2.88 -0.56 3.86
Br -4.92 -2.70 -3.17
Br -1.94 -2.06 7.12
S -1.55 1.07 2.31
S -3.65 0.35 -0.57
P -2.06 0.99 -1.44
O 2.75 3.65 -1.16
O -0.66 1.46 3.37
O -1.21 -0.36 1.55
O 2.59 4.93 0.66
O -1.60 -0.16 -2.55
O -2.90 1.28 2.83
O -1.49 1.99 0.94
O 5.05 -0.28 -0.11
O -2.36 2.40 -2.27
C -0.16 0.09 0.64
C 0.65 -0.98 -0.12
C 2.89 -0.47 -1.34
C 2.19 4.00 0.06
C 0.30 2.43 -0.58
C 1.03 3.11 0.62
C -2.85 -2.44 4.42
C -3.54 -2.31 -4.49
C 2.20 -0.73 0.06
C -0.75 1.33 -0.13
C -3.32 -2.61 5.85
C 5.07 0.49 1.09
C 4.26 0.28 -1.14
C -2.74 -3.54 -4.83
H -2.53 2.18 -3.21
H -2.14 -3.36 -5.72
H 0.99 1.94 -1.30
H 6.10 0.65 1.49
H 2.18 0.20 -1.89
H -0.28 3.23 -1.10
H -0.92 0.25 -3.11
H 1.51 2.41 1.33
H 0.52 0.62 1.36
H 3.04 -1.44 -1.86
H 0.36 3.78 1.19
H 4.52 1.46 1.02
H -3.36 -4.42 -4.98
H 4.54 -0.09 1.89
H 2.44 0.16 0.69
H -2.94 -1.51 -4.08
H 3.72 3.73 -1.07
H -4.20 -2.02 6.08
H -4.08 -1.94 -5.36
H 0.43 -0.99 -1.21
H 0.43 -1.99 0.28
H 4.11 1.38 -1.07
H 2.67 -1.60 0.57
H -3.52 -2.96 3.74
H -3.51 -3.65 6.08
H -1.83 -2.80 4.27
H 4.82 0.10 -2.09
*
```

=====

No. 2
Formula: C14H27CaCs2I2O7P2
Source: the OMol25 dataset
Level of theory: ωB97M-V/def2-TZVPD

Values from the calculation:
**E_tot**: -3071.5694 Ha
**Kohn-Sham gap**: 0.0377 Eh
**LUMO energy**: -6.48 eV

```
! wB97M-V def2-TZVPD RIJCOSX def2/J DEFGRID3
* xyz 1 1
Cs 1.20 -1.10 -0.68
Cs -2.78 5.50 -4.49
I -3.94 3.51 2.29
I -2.24 -1.61 -0.89
Ca -0.98 0.08 -8.57
P -0.27 -0.36 1.43
P -2.87 -1.85 1.49
O -3.38 7.79 2.88
O -2.32 -3.40 1.94
O -3.71 1.07 0.66
O -5.21 7.31 1.76
O 3.56 -3.69 3.25
O -1.32 1.04 -5.63
O -4.70 6.49 3.74
C 3.24 -4.58 0.98
C -1.93 1.87 -4.63
C 3.82 -3.49 1.87
C 5.57 -5.02 3.73
C -3.36 1.43 1.78
C -0.32 1.32 0.56
C -0.98 3.30 -6.24
C -4.48 7.21 2.74
C -1.79 -0.67 2.55
C 1.18 -0.31 2.71
C 4.06 -4.89 3.82
C -2.55 0.68 2.89
C -0.58 1.87 -6.53
C -1.31 3.24 -4.77
H -1.80 1.42 3.34
H 5.92 -5.05 2.69
H -0.20 4.02 -6.49
H 1.71 -1.32 2.78
H -1.97 4.05 -4.43
H 0.49 1.71 -6.33
H 3.67 -5.56 1.20
H 0.70 1.59 0.06
H -0.79 1.58 -7.56
H 3.56 -5.76 3.38
H -1.78 1.44 -3.65
H 6.06 -4.17 4.21
H 2.15 -4.66 1.13
H -3.27 0.45 3.76
H 3.36 -2.54 1.60
H -1.88 3.56 -6.81
H 3.43 -4.36 -0.07
H -3.01 1.90 -4.84
H 0.78 0.03 3.73
H -0.66 2.11 1.30
H 3.77 -4.87 4.87
H 4.89 -3.38 1.70
H -0.38 3.29 -4.18
H 1.88 0.53 2.36
H -1.13 1.24 -0.28
H 5.91 -5.94 4.21
H -3.00 -4.06 1.69
*
```

=====

No. 3
Formula: C14H27ClF7N2O4PS
Source: the OMol25 dataset
Level of theory: ωB97M-V/def2-TZVPD

Values from the calculation:
**E_tot**: -2858.8938 Ha
**Kohn-Sham gap**: 0.2779 Eh
**LUMO energy**: -1.10 eV

```
! wB97M-V def2-TZVPD RIJCOSX def2/J DEFGRID3
* xyz 0 1
Cl -2.20 0.46 0.54
S 1.06 2.72 0.86
P 4.69 5.65 2.67
F 6.08 6.38 3.21
F 1.50 -1.85 1.66
F 5.66 4.33 2.42
F 3.07 5.76 2.95
F 4.26 5.18 1.14
F 4.54 7.19 2.08
F 4.57 5.08 4.22
O 2.02 3.65 1.27
O 1.13 1.44 1.52
O -0.41 3.29 1.15
O -5.26 -0.70 -2.44
N -2.28 -2.07 -0.64
N -3.23 -3.03 2.13
C 0.23 -2.37 -1.05
C -2.65 -1.93 2.22
C -0.20 -0.06 -1.81
C -1.21 -2.94 -1.29
C 1.26 2.55 -0.91
C -1.47 -1.12 0.17
C 1.97 1.24 -1.26
C -0.14 -0.94 -0.53
C -3.18 -1.56 -1.73
C -1.33 -1.81 1.52
C 1.01 -3.33 -0.14
C 2.06 -2.69 0.74
C -4.50 -0.97 -1.27
C 1.20 0.37 -2.25
H 2.83 -2.17 0.19
H 2.55 -3.48 1.29
H -5.09 -1.67 -0.69
H 1.08 0.93 -3.17
H -0.83 2.63 1.72
H 1.76 -0.53 -2.48
H 0.69 -2.31 -2.02
H 0.31 2.69 -1.40
H -0.61 -0.65 -2.63
H -0.86 0.77 -1.61
H -0.94 -2.81 1.42
H 1.56 -4.00 -0.80
H 1.89 3.37 -1.20
H 2.18 0.64 -0.38
H 2.92 1.51 -1.70
H -1.31 -3.00 -2.37
H -4.11 -3.01 2.65
H -2.68 -0.85 -2.38
H -3.43 -2.42 -2.34
H -2.83 -2.77 -0.13
H 0.39 -3.98 0.45
H -4.40 -0.04 -0.73
H -3.07 -1.10 2.78
H -1.34 -3.95 -0.94
H -4.77 -0.06 -2.97
H -0.66 -1.23 2.14
H 0.55 -0.44 0.13
*
```

=====

No. 4
Formula: C14H27F3NO5S
Source: the OMol25 dataset
Level of theory: ωB97M-V/def2-TZVPD

Values from the calculation:
**E_tot**: -1678.0451 Ha
**Kohn-Sham gap**: 0.3853 Eh
**LUMO energy**: -2.80 eV

```
! wB97M-V def2-TZVPD RIJCOSX def2/J DEFGRID3
* xyz 1 1
S 1.04 2.28 4.74
F -3.06 -0.24 5.34
F -5.12 0.12 4.48
F -4.20 1.54 6.07
O 1.85 1.86 5.93
O -4.34 2.28 2.93
O 0.75 3.76 4.72
O -0.54 1.64 4.83
O 1.58 1.65 3.26
N 0.65 -1.04 -2.62
C 1.86 -3.03 -4.99
C 0.43 -2.84 -4.51
C -3.94 0.76 4.92
C 0.37 -2.10 -1.58
C -0.08 0.27 -2.25
C -2.21 0.89 2.94
C -3.33 1.70 3.79
C 2.73 -0.06 -1.53
C 0.06 -1.46 -3.98
C 2.15 -0.78 -2.74
C 0.53 0.65 2.96
C 2.00 1.23 -1.23
C 0.52 0.97 -1.04
C -0.79 1.40 3.42
H -2.36 -0.23 2.98
H -2.85 2.58 4.34
H 2.30 -0.18 -3.65
H -0.70 -2.30 -1.59
H 0.16 -3.63 -3.79
H 2.53 -3.31 -4.17
H 2.42 1.70 -0.33
H 2.65 -1.74 -2.85
H -1.13 0.01 -2.07
H 0.67 -1.74 -0.60
H -0.22 -3.01 -5.37
H 0.00 1.91 -0.88
H 2.71 -0.72 -0.66
H 0.34 -0.68 -4.70
H 2.15 1.94 -2.05
H 0.71 -0.11 3.79
H 3.79 0.16 -1.72
H -2.34 1.22 1.86
H 0.94 -2.99 -1.83
H 2.25 -2.14 -5.48
H -4.04 3.20 2.81
H 1.90 -3.86 -5.71
H 0.57 0.12 1.97
H -1.02 -1.42 -3.85
H -0.02 0.92 -3.12
H -0.67 2.45 2.97
H 0.36 0.38 -0.13
*
```

=====

No. 5
Formula: C14H27F3O6S
Source: the OMol25 dataset
Level of theory: ωB97M-V/def2-TZVPD

Values from the calculation:
**E_tot**: -1698.8361 Ha
**Kohn-Sham gap**: 0.3883 Eh
**LUMO energy**: 0.64 eV

```
! wB97M-V def2-TZVPD RIJCOSX def2/J DEFGRID3
* xyz 0 1
S 0.80 2.07 -2.66
F 2.98 -7.08 1.90
F 1.57 -7.01 0.28
F 0.87 -7.21 2.32
O -2.84 -0.01 -0.09
O 0.65 -4.65 1.06
O -0.45 2.95 -2.17
O 2.50 -4.48 2.34
O 0.33 0.73 -2.91
O 1.53 2.01 -1.19
C 3.56 2.26 0.12
C 0.43 -3.22 1.14
C 3.46 0.65 -1.87
C -1.58 2.23 -1.61
C -2.73 -0.33 1.27
C 2.97 1.96 -1.27
C 1.28 -2.47 0.14
C 1.79 -6.64 1.54
C -4.34 1.92 0.27
C 2.62 2.04 1.31
C -4.05 0.62 -0.46
C -2.59 3.26 -1.11
C 1.71 -5.10 1.70
C -3.20 2.94 0.25
H -1.80 -0.88 1.39
H 4.43 1.63 0.25
H 2.88 -0.20 -1.49
H 1.11 -2.85 -0.87
H 4.52 0.52 -1.66
H 2.90 2.70 2.13
H -4.60 1.71 1.31
H -5.24 2.34 -0.18
H -2.40 2.64 0.94
H 2.34 -2.59 0.37
H 2.70 1.02 1.70
H -3.36 3.41 -1.86
H -3.61 3.87 0.65
H 0.61 -2.88 2.16
H -2.01 1.59 -2.37
H -2.06 4.21 -1.02
H 3.94 3.28 0.13
H -3.53 -0.98 1.62
H -0.63 -3.09 0.91
H -2.65 0.55 1.92
H 3.29 2.76 -1.94
H -1.22 1.62 -0.78
H 1.04 -1.41 0.16
H 1.58 2.23 1.06
H -3.97 0.82 -1.53
H 3.33 0.64 -2.95
H -4.88 -0.08 -0.34
*
```

=====

No. 6
Formula: C14H27GeO5OsSeSi3
Source: the OMol25 dataset
Level of theory: ωB97M-V/def2-TZVPD

Values from the calculation:
**E_tot**: -6363.3058 Ha
**Kohn-Sham gap (spin up / spin down)**: 0.3013 / 0.1787 Eh
**LUMO energy (spin up / spin down)**: -0.05 / -3.59 eV

```
! wB97M-V def2-TZVPD RIJCOSX def2/J DEFGRID3
* xyz 0 6
Os 2.17 -0.43 -0.04
Se 2.26 -2.68 -0.32
Ge -0.18 -0.59 -0.01
Si -0.87 1.81 0.54
Si -1.19 -2.16 1.66
Si -1.10 -1.15 -2.26
O 3.39 4.37 0.06
O 2.25 1.57 0.15
O 4.23 -0.22 -0.06
O 6.92 1.17 0.00
O 6.32 4.05 0.00
C -0.40 3.10 -0.79
C 3.47 1.97 0.09
C -3.01 -1.05 -2.30
C -0.42 -1.55 3.31
C -2.78 1.74 0.59
C -3.10 -2.05 1.72
C 5.82 1.67 0.00
C -0.72 -3.99 1.37
C 4.00 3.32 0.07
C 5.51 3.16 0.02
C 4.51 1.01 0.01
C -0.26 2.26 2.29
C -0.53 -2.89 -2.78
C -0.33 0.17 -3.42
H 0.36 -4.13 1.41
H -0.45 -0.11 -4.46
H -3.37 -0.05 -2.07
H -0.52 -2.29 4.10
H -0.83 -3.11 -3.80
H -0.79 1.14 -3.28
H -1.18 -4.61 2.13
H -1.06 -4.34 0.40
H 0.55 -2.98 -2.72
H -3.54 -2.34 0.77
H 0.73 0.27 -3.21
H -3.17 2.72 0.85
H -3.46 -1.73 -1.59
H -3.37 -1.31 -3.29
H -3.45 -1.06 1.98
H -0.73 1.64 3.04
H -3.47 -2.74 2.48
H -0.50 3.30 2.51
H 0.67 3.14 -0.96
H -3.21 1.46 -0.37
H -3.14 1.04 1.33
H -0.89 2.89 -1.74
H -0.90 -0.63 3.66
H -0.72 4.09 -0.47
H 0.81 2.15 2.38
H 0.64 -1.34 3.17
H -0.96 -3.66 -2.14
*
```

=====

No. 7
Formula: C14H27I2RuSi3
Source: the OMol25 dataset
Level of theory: ωB97M-V/def2-TZVPD

Values from the calculation:
**E_tot**: -2108.1328 Ha
**Kohn-Sham gap (spin up / spin down)**: 0.2237 / 0.2525 Eh
**LUMO energy (spin up / spin down)**: -4.06 / -4.92 eV

```
! wB97M-V def2-TZVPD RIJCOSX def2/J DEFGRID3
* xyz 1 5
I -0.92 -3.71 0.37
I 1.17 -1.84 2.62
Ru -0.48 -0.85 0.38
Si 1.43 -1.21 -1.16
Si -2.74 -0.21 1.09
Si 0.13 1.48 0.09
C -3.72 -1.25 -0.12
C 4.34 1.64 -1.93
C 0.26 -3.70 2.14
C 2.54 2.73 -0.78
C 2.56 -2.68 -1.13
C 3.78 2.79 -1.39
C 0.15 -1.32 -2.56
C -3.50 1.49 1.14
C -2.73 -0.88 2.84
C -1.01 2.50 -0.98
C 3.66 0.43 -1.86
C 2.40 0.36 -1.24
C 0.22 2.16 1.83
C 1.84 1.52 -0.69
H -4.50 1.38 1.57
H 3.06 -2.76 -2.11
H -3.18 -1.48 -1.05
H -1.97 -0.37 3.44
H 2.12 3.64 -0.36
H -4.02 -2.20 0.34
H -2.94 2.18 1.77
H -0.79 -0.80 -2.36
H -1.73 3.07 -0.39
H 0.59 -0.83 -3.44
H -0.40 -3.94 2.96
H 0.73 3.12 1.80
H -4.62 -0.70 -0.40
H -3.70 -0.67 3.30
H -0.39 3.21 -1.55
H 4.32 3.72 -1.44
H -3.60 1.93 0.15
H -1.56 1.89 -1.70
H 5.31 1.68 -2.42
H -0.78 2.31 2.26
H -0.09 -2.35 -2.81
H -2.56 -1.96 2.90
H 1.05 -4.43 2.01
H 0.78 1.51 2.51
H 3.33 -2.53 -0.37
H 2.05 -3.62 -0.95
H 4.11 -0.46 -2.29
*
```

=====

No. 8
Formula: C14H27LaN2S
Source: the OMol25 dataset
Level of theory: ωB97M-V/def2-TZVPD

Values from the calculation:
**E_tot**: -1088.2009 Ha
**Kohn-Sham gap (spin up / spin down)**: 0.1610 / 0.1643 Eh
**LUMO energy (spin up / spin down)**: -9.51 / -9.48 eV
**Energy relative to the best compared isomer or geometry (same formula, charge and spin)**: 57.07 kJ/mol

```
! wB97M-V def2-TZVPD RIJCOSX def2/J DEFGRID3
* xyz 2 1
La -0.98 -0.65 -0.35
S -1.08 -2.72 1.66
N -3.42 -1.49 2.26
N -3.41 -2.77 0.35
C 1.48 -2.44 -3.77
C 1.71 0.88 1.19
C -0.17 2.70 -1.49
C 0.31 1.98 -0.28
C 1.20 -1.82 -2.40
C 0.46 1.05 1.83
C 2.71 1.51 -1.10
C -1.83 2.10 1.21
C -2.75 -2.39 1.49
C 1.62 1.44 -0.10
C 0.05 -0.83 -2.43
C 0.17 0.69 3.25
C -0.41 1.74 0.94
C 2.94 0.34 1.83
H 0.77 -0.17 3.56
H 1.82 -1.69 -4.48
H -1.95 2.76 2.08
H 3.61 0.99 -0.74
H 2.09 -1.34 -1.98
H -1.24 2.93 -1.43
H -3.01 -1.14 3.13
H -4.42 -1.35 2.15
H -4.41 -2.66 0.29
H 2.43 1.05 -2.05
H 0.37 3.66 -1.64
H 0.01 2.11 -2.40
H -2.43 1.19 1.48
H -3.04 -3.56 -0.19
H 3.01 2.55 -1.31
H 3.77 0.29 1.11
H 2.21 -3.24 -3.71
H 0.33 0.22 -2.72
H 0.57 -2.88 -4.16
H -2.30 -0.13 0.94
H 3.27 0.99 2.66
H -2.33 2.55 0.34
H -0.88 0.44 3.41
H 0.89 -2.59 -1.68
H 0.42 1.52 3.94
H -0.91 -1.18 -2.93
H 2.78 -0.67 2.24
*
```